Version A
Entry from OMol25: a cluster of 2 separate species, C3H4F3N3 in total (wB97M-V/def2-TZVPD).

Last columns: bonded neighbours and bond lengths (Å).
Geometry (Å):
1 C -1.6675 1.0552 -1.3432  N4 1.146
2 C -0.4605 -0.5407 0.3330  C3 1.482, N5 1.411, F7 1.350
3 C 0.8852 0.0544 0.5134  C2 1.482, N6 1.331, F8 1.412, F9 1.393
4 N -1.8941 1.5288 -2.3616  C1 1.146
5 N -0.7148 -1.7346 -0.3740  C2 1.411, H10 1.086, H11 1.063
6 N 1.0933 1.3514 0.7269  C3 1.331, H12 0.998, H13 1.029
7 F -1.2675 -0.4368 1.4109  C2 1.350
8 F 1.6734 -0.7105 1.4007  C3 1.412
9 F 1.5601 -0.2148 -0.6751  C3 1.393
10 H -1.7513 -2.0357 -0.4898  N5 1.086
11 H -0.0887 -1.6427 -1.2282  N5 1.063
12 H 0.5208 1.8284 1.3912  N6 0.998
13 H 2.1117 1.4977 0.6960  N6 1.029

Results
LUMO level (alpha / beta), Eh: -0.0717 / -0.0717
Total charge: 0

=====

Version B
Entry from OMol25: a cluster of 2 separate species, C3H4F3N3 in total (wB97M-V/def2-TZVPD).

Last columns: bonded neighbours and bond lengths (Å).
Geometry (Å):
1 C -0.4807 -0.3715 -0.9287  C2 1.594, N4 1.501, H10 1.040, H11 1.129
2 C -0.1772 -0.3553 0.6363  C1 1.594, N6 1.483, H12 1.129, H13 1.111
3 C 2.8481 -1.2322 1.7556  F7 1.295, F8 1.320, F9 1.317
4 N 0.5808 -1.2898 -1.4618  C1 1.501, N5 1.255
5 N 1.2225 -1.7853 -0.5033  N4 1.255, N6 1.277
6 N 0.8890 -1.3864 0.6629  C2 1.483, N5 1.277
7 F 2.7661 -0.4626 2.7941  C3 1.295
8 F 3.0107 -2.5261 1.9615  C3 1.320
9 F 3.7239 -0.8606 0.8445  C3 1.317
10 H -1.4539 -0.5108 -1.2692  C1 1.040
11 H -0.1753 0.6329 -1.3442  C1 1.129
12 H 0.0268 0.7284 0.8772  C2 1.129
13 H -0.9695 -0.7637 1.2996  C2 1.111

Results
LUMO level (alpha / beta), Eh: -0.0316 / -0.0408
Total charge: 0

=====

The least stable of them is version B.